No. 1
Density functional theory data (ωB97M-V/def2-TZVPD) for an isolated molecule of C15H18F6N2O4 at a distorted geometry.

```
45
Properties=species:S:1:pos:R:3:mulliken_charge:R:1
C 1.6663 -0.1320 3.0067 -1.163
C 1.9823 -1.3957 2.1290 -1.093
C 0.7862 -2.4178 2.0338 0.482
N -0.1701 -1.6509 1.1504 -0.052
C -1.5001 -1.9731 0.9238 0.183
O -2.1559 -2.6527 1.6868 -0.657
N -2.2164 -1.2096 0.0163 -0.087
C -1.6347 -0.1676 -0.7646 -0.223
C -2.3700 0.9761 -0.9253 -0.477
C -1.8673 2.1283 -1.5308 -0.119
O -2.6501 3.2446 -1.4690 -0.492
C -3.0267 3.7437 -2.7728 -0.695
C -0.5333 2.0997 -2.0691 0.977
O 0.0137 3.2053 -2.6433 -0.559
C 0.4614 4.1772 -1.7009 -0.752
C 0.2494 0.9241 -1.9733 0.329
O 1.5334 0.8994 -2.4601 -0.423
C 2.2756 -0.3007 -2.5167 -0.572
C -0.3462 -0.1877 -1.3208 -0.742
C 1.2405 -3.7634 1.3720 0.609
F 1.8368 -3.5038 0.1559 -0.258
F 2.2307 -4.3672 2.1252 -0.271
F 0.2453 -4.6448 1.0779 -0.230
C 0.2327 -2.7910 3.4817 0.575
F -0.5186 -3.9443 3.5665 -0.253
F 1.2790 -2.8959 4.3530 -0.269
F -0.5129 -1.7682 3.9588 -0.251
H 2.4886 0.5765 2.9917 0.438
H 1.4481 -0.3602 4.0516 0.306
H 0.7807 0.3664 2.5870 0.261
H 2.8158 -1.8968 2.6449 0.539
H 2.3606 -1.0812 1.1466 0.308
H 0.1726 -0.8625 0.6273 0.601
H -3.2342 -1.2817 0.0949 0.308
H -3.3948 0.9513 -0.5349 0.280
H -2.3114 4.4862 -3.1039 0.245
H -3.1190 2.8896 -3.4786 0.315
H -4.0182 4.2603 -2.7445 0.273
H 1.0355 4.9488 -2.1992 0.296
H -0.4158 4.6376 -1.2143 0.285
H 1.0818 3.7023 -0.9372 0.279
H 3.3067 -0.0583 -2.8372 0.263
H 2.3944 -0.7733 -1.5200 0.088
H 1.8567 -1.0158 -3.2132 0.340
H 0.2209 -1.1212 -1.2524 1.056
```

Calculated values
energy above the lowest of the compared OMol25 structures with the same formula, charge and spin: 0.0 kcal/mol
orbital gap: 0.33147 hartree
E_tot: -1592.0337 hartree
spin multiplicity: 1
LUMO energy: 0.4884 eV
SMILES string: CCC(NC(=O)Nc1cc(OC)c(OC)c(OC)c1)(C(F)(F)F)C(F)(F)F

***

No. 2
Density functional theory data (ωB97M-V/def2-TZVPD) for C13H33F6N4O3P2RuSTe as an isolated structure.

```
64
Properties=species:S:1:pos:R:3:mulliken_charge:R:1
Ru -0.0170 -0.0525 1.2563 1.550
N 1.6217 -0.4397 2.8070 -0.432
C 2.5800 0.6806 3.0507 -0.367
C 2.3313 1.3431 4.3904 -1.135
C 0.8954 1.8386 4.5759 -0.438
C 0.3819 2.6944 3.4216 -0.897
N -0.4238 1.8858 2.4465 -0.345
H 1.1411 -0.7182 3.6599 0.296
H 2.1060 -1.2629 2.4647 0.317
H 2.4765 1.4122 2.2508 0.175
H 3.6000 0.3064 2.9955 0.493
H 3.0183 2.1885 4.4589 0.397
H 2.5923 0.6628 5.2037 0.376
H 0.8455 2.4121 5.5001 0.401
H 0.2071 0.9993 4.7193 0.275
H 1.1970 3.1682 2.8765 0.495
H -0.2606 3.4905 3.7924 0.366
H -0.7545 2.4828 1.6921 0.242
H -1.2484 1.5413 2.9352 0.312
C 2.5007 -2.7334 -1.8881 -0.811
N 2.5605 -1.3764 -2.4167 0.266
C 3.0114 -1.1274 -3.8016 -0.572
C 3.0493 0.4114 -3.8941 -0.575
N 2.5511 0.8033 -2.5653 0.052
C 2.3569 -0.2446 -1.7723 0.024
S 2.0680 -0.0834 -0.0728 -0.345
H 1.8701 -3.3442 -2.5331 0.339
H 2.0864 -2.7132 -0.8856 0.150
H 3.5005 -3.1663 -1.8566 0.315
H 2.3154 -1.5803 -4.5047 0.347
H 3.9904 -1.5789 -3.9498 0.404
H 2.4054 0.8001 -4.6785 0.294
H 4.0547 0.7908 -4.0528 0.349
H 2.5524 1.7446 -2.2096 0.230
C -1.9236 -0.4754 -4.5835 -1.192
C -0.7583 0.1974 -3.9087 -0.046
O -0.7223 -0.0664 -2.4524 0.059
P -1.5950 0.5959 -1.3538 0.636
O -0.8503 1.4449 -0.3434 -0.759
Te -2.3985 -1.2486 0.0369 0.205
O -2.6967 1.3664 -2.1310 -0.249
C -3.6141 2.3685 -1.5332 -0.225
C -4.6930 1.7165 -0.7113 -1.036
H -1.8010 -0.3659 -5.6621 0.431
H -2.8758 -0.0312 -4.3044 0.305
H -1.9428 -1.5429 -4.3569 0.279
H -0.7446 1.2754 -4.0554 0.378
H 0.1806 -0.2212 -4.2575 0.086
H -4.0172 2.8876 -2.3949 0.338
H -3.0082 3.0635 -0.9577 0.250
H -5.1740 0.9074 -1.2600 0.312
H -5.4527 2.4638 -0.4810 0.419
H -4.3231 1.3361 0.2420 0.222
F -0.3450 -2.1494 2.3139 -0.496
P -1.4823 -2.1652 3.6108 1.333
F -1.7014 -0.5534 3.1457 -0.427
F -2.5829 -2.5727 2.5195 -0.383
F -2.5537 -2.0248 4.7361 -0.305
F -0.3061 -1.6455 4.5714 -0.438
F -1.1080 -3.6580 3.8827 -0.331
C -1.2863 -2.8386 -0.8403 -0.669
H -0.2498 -2.7629 -0.5384 0.011
H -1.4024 -2.7959 -1.9164 0.292
H -1.7345 -3.7403 -0.4329 0.451
```

Calculated values
energy above the lowest of the compared OMol25 structures with the same formula, charge and spin: 1.5 kcal/mol
total charge: +2
⟨S²⟩: 8.7628
orbital gap (spin up / spin down): 0.34938 / 0.26903 hartree
E_tot: -3002.6226 hartree
spin multiplicity: 6
LUMO energy (spin up / spin down): -5.3050 / -8.1817 eV

***

No. 3
Density functional theory data (ωB97M-V/def2-TZVPD) for an isolated molecule of C4H4N2O.

```
11
Properties=species:S:1:pos:R:3:mulliken_charge:R:1
O 2.3525 -1.3345 0.2771 -0.572
C 1.2806 -0.8130 0.0492 0.426
C 1.1006 0.6470 -0.0346 -0.390
C -0.1340 1.1689 0.0581 -0.226
N -1.2250 0.3256 0.0868 -0.106
C -1.0266 -1.0122 -0.1191 0.043
N 0.1161 -1.5915 -0.1577 -0.485
H 1.9791 1.2765 -0.1111 0.363
H -0.3475 2.2317 0.1026 0.362
H -2.1614 0.6943 0.1349 0.226
H -1.9343 -1.5928 -0.2862 0.359
```

Calculated values
energy above the lowest of the compared OMol25 structures with the same formula, charge and spin: 4.5 kcal/mol
orbital gap: 0.35641 hartree
E_tot: -339.5744 hartree
spin multiplicity: 1
LUMO energy: 0.3637 eV
SMILES string: O=c1cc[nH]cn1